# 1
# C3H3N3O

A 2-piece molecular cluster, C3H3N3O overall (ωB97M-V/def2-TZVPD, the Open Molecules 2025 dataset).

Each atom is followed by the atoms it is bonded to, with distances in Å.
Element x y z (Å)
1 H 1.613 0.054 -1.222  C4 1.084
2 C 1.055 -0.658 0.819  H3 1.107, C4 1.466, O10 1.215
3 H 1.794 -1.478 0.739  C2 1.107
4 C 0.998 0.229 -0.347  H1 1.084, C2 1.466, C9 1.327
5 N -2.049 -1.096 -0.454  N6 1.101
6 N -1.818 -2.133 -0.164  N5 1.101
7 H -1.532 2.148 -0.565  N8 1.017
8 N -0.562 2.229 -0.271  H7 1.017, C9 1.212
9 C 0.147 1.248 -0.339  C4 1.327, N8 1.212
10 O 0.355 -0.543 1.804  C2 1.215

## Properties
Structure (SMILES) ... N=C=CC=O.N#N
Frontier orbital gap ... 10.2 eV
Relative energy (zero: lowest compared OMol25 entry of this formula, charge and spin) ... 0.778 eV
Spin multiplicity ... 1


# 2
# C69H172N12O

A 12-piece molecular cluster, C69H172N12O overall (ωB97M-V/def2-TZVPD, the Open Molecules 2025 dataset).

Each atom is followed by the atoms it is bonded to, with distances in Å.
Element x y z (Å)
1 H 3.289 -7.108 5.628  C122 1.090
2 H 2.480 -7.319 -7.009  C100 1.090
3 C -6.571 6.498 -5.498  N62 1.468, H84 1.090, C230 1.549, H248 1.090
4 C 0.646 13.290 -1.244  H17 1.090, H41 1.090, H135 1.090, C232 1.552
5 H -4.562 6.081 -3.549  C95 1.090
6 H -6.057 5.555 0.377  C215 1.090
7 H 1.907 -2.512 0.725  C216 1.090
8 H -0.214 -10.815 6.493  C69 1.090
9 H 1.527 -1.695 2.980  C101 1.090
10 H -2.207 -6.078 9.061  C150 1.090
11 H 2.169 2.771 5.475  C18 1.090
12 C -3.162 11.859 0.176  H39 1.090, H67 1.090, C74 1.553, H172 1.090
13 C 3.570 -8.454 9.248  H40 1.090, C99 1.548, H153 1.090, H163 1.090
14 H 0.866 2.477 -10.957  C53 1.090
15 H 1.757 6.029 -7.194  C78 1.090
16 C 3.589 -3.247 -5.626  H42 1.090, H50 1.090, C107 1.518, N131 1.464
17 H 0.619 14.304 -1.642  C4 1.090
18 C 2.286 3.844 5.322  H11 1.090, H120 1.090, H189 1.090, C190 1.559
19 H -0.902 3.096 3.897  C180 1.090
20 C 0.773 4.196 7.724  H98 1.090, H115 1.090, C173 1.564, N196 1.473
21 H 1.031 -1.568 7.455  C140 1.090
22 C -3.844 8.619 -7.047  H34 1.090, H86 1.090, C144 1.553, H165 1.090
23 C -5.827 2.018 0.654  H43 1.090, N45 1.530, C218 1.505, H247 1.090
24 C 0.570 -3.710 -4.719  H138 1.090, C142 1.551, H158 1.090, H240 1.090
25 H -5.962 8.688 -6.567  C144 1.090
26 H 8.964 -0.908 -1.699  C134 1.090
27 H -0.753 0.857 -6.588  C146 1.090
28 H 8.667 1.698 -0.681  C29 1.090
29 C 7.976 0.966 -0.263  H28 1.090, C136 1.518, H143 1.090, H169 1.090
30 H -2.159 -3.764 9.948  C96 1.090
31 H -0.867 0.574 -11.438  C97 1.090
32 C -3.597 -11.034 1.848  H151 1.090, H156 1.090, C197 1.544, N208 1.463
33 H -8.540 1.567 0.848  C177 1.090
34 H -3.994 8.210 -8.047  C22 1.090
35 H 4.097 4.200 -7.101  N77 1.010
36 H -1.962 2.104 -8.328  C161 1.090
37 H -2.386 -0.211 -8.954  C85 1.090
38 N 2.072 -8.984 7.285  C52 1.491, C56 1.474, C99 1.466
39 H -4.221 11.639 0.038  C12 1.090
40 H 3.324 -9.248 9.953  C13 1.090
41 H 1.496 12.855 -1.771  C4 1.090
42 H 2.840 -2.657 -6.155  C16 1.090
43 H -5.350 1.505 1.489  C23 1.090
44 H 8.264 -3.255 -1.470  C128 1.090
45 N -6.992 2.876 1.152  C23 1.530, C112 1.539, C177 1.476
46 C -2.624 -11.512 -0.287  H148 1.090, H167 1.090, N208 1.452, C241 1.522
47 H -0.298 -2.671 -0.169  C61 1.090
48 H 1.868 -11.069 7.584  C56 1.090
49 H -1.009 -9.293 -1.014  C229 1.090
50 H 4.381 -3.474 -6.340  C16 1.090
51 H 3.067 -1.278 0.417  C216 1.090
52 C 2.084 -8.974 5.795  N38 1.491, H72 1.090, C122 1.538, H185 1.090
53 C -0.203 2.579 -11.147  H14 1.090, C97 1.535, H147 1.090, H217 1.090
54 C -1.136 -1.533 -9.938  C85 1.576, H102 1.090, H104 1.090, H117 1.090
55 H -1.349 -5.508 7.626  C150 1.090
56 C 1.334 -10.146 7.811  N38 1.474, H48 1.090, C69 1.523, H252 1.090
57 C -0.031 10.236 -1.154  N92 1.463, H129 1.090, H239 1.090, C242 1.534
58 C -0.030 -2.634 9.002  N123 1.436, C140 1.519, H201 1.090, H227 1.090
59 C -0.593 2.949 6.079  H83 1.090, C180 1.539, N196 1.506, H214 1.090
60 H 7.734 -2.523 -0.007  C128 1.090
61 C -0.732 -2.223 0.725  H47 1.090, C66 1.538, H90 1.090, H220 1.090
62 N -5.286 6.808 -6.136  C3 1.468, C144 1.471, C195 1.499
63 H -6.604 4.323 -4.988  C230 1.090
64 H 2.460 -7.595 4.209  C122 1.090
65 H 0.933 8.460 -0.277  C242 1.090
66 C -0.203 -0.808 1.014  C61 1.538, N71 1.477, H125 1.090, H162 1.090
67 H -2.881 11.810 1.228  C12 1.090
68 H -2.824 5.789 -3.987  C95 1.090
69 C -0.134 -10.408 7.501  H8 1.090, C56 1.523, H103 1.090, H133 1.090
70 H -0.080 2.450 -6.447  C146 1.090
71 N 1.120 -0.579 0.400  C66 1.477, C213 1.415, C216 1.461
72 H 2.868 -9.624 5.406  C52 1.090
73 H -1.032 4.942 8.683  C173 1.090
74 C -2.319 11.011 -0.814  C12 1.553, N92 1.479, H204 1.090, H219 1.090
75 H -0.945 -10.313 1.329  C130 1.090
76 H 4.188 3.382 -4.110  C81 1.090
77 N 3.587 4.949 -6.653  H35 1.010, C78 1.440, C109 1.355
78 C 2.795 5.836 -7.464  H15 1.090, N77 1.440, H152 1.090, H164 1.090
79 H -0.600 -5.531 9.261  C150 1.090
80 H -0.527 2.928 -8.718  C161 1.090
81 C 4.651 4.242 -4.594  H76 1.090, H88 1.090, C109 1.534, H182 1.090
82 O 3.037 6.015 -4.750  C109 1.206
83 H 0.128 2.164 5.850  C59 1.090
84 H -7.329 7.127 -5.966  C3 1.090
85 C -1.302 -0.321 -8.944  H37 1.090, C54 1.576, N126 1.488, H251 1.090
86 H -3.813 9.707 -7.100  C22 1.090
87 H -2.036 -7.990 -0.322  C229 1.090
88 H 5.073 4.958 -3.889  C81 1.090
89 H -0.255 9.297 0.788  C242 1.090
90 H -1.805 -2.145 0.551  C61 1.090
91 H 0.263 4.474 9.751  C173 1.090
92 N -0.884 11.365 -0.779  C57 1.463, C74 1.479, C232 1.441
93 H -2.103 1.679 -10.880  C97 1.090
94 H -8.858 2.837 2.074  C177 1.090
95 C -3.742 6.325 -4.225  H5 1.090, H68 1.090, H119 1.090, C195 1.485
96 C -2.060 -3.937 8.876  H30 1.090, H113 1.090, N123 1.472, C150 1.511
97 C -1.066 1.380 -10.732  H31 1.090, C53 1.535, H93 1.090, N126 1.468
98 H 1.435 3.350 7.909  C20 1.090
99 C 3.452 -8.920 7.777  C13 1.548, N38 1.466, H231 1.090, H235 1.090
100 C 2.359 -6.723 -6.105  H2 1.090, H179 1.090, C203 1.553, H228 1.090
101 C 2.399 -1.310 2.453  H9 1.090, H207 1.090, C216 1.532, H221 1.090
102 H -1.518 -1.359 -10.944  C54 1.090
103 H -0.620 -11.116 8.172  C69 1.090
104 H -0.086 -1.809 -10.029  C54 1.090
105 H -6.606 1.634 -1.295  C218 1.090
106 H -8.693 0.890 3.316  C245 1.090
107 C 4.065 -2.398 -4.462  C16 1.518, H121 1.090, H174 1.090, H238 1.090
108 C -2.590 -2.978 6.152  C175 1.537, H206 1.090, H210 1.090, H244 1.090
109 C 3.611 5.114 -5.309  N77 1.355, C81 1.534, O82 1.206
110 H -5.341 0.581 -0.878  C218 1.090
111 H -4.925 -9.324 2.266  C197 1.090
112 C -6.650 4.101 2.018  N45 1.539, H132 1.090, H176 1.090, C215 1.587
113 H -3.086 -3.775 8.546  C96 1.090
114 H 12.878 0.351 0.442  C234 1.090
115 H 1.361 5.105 7.854  C20 1.090
116 H 0.862 1.263 -7.266  C146 1.090
117 H -1.667 -2.352 -9.453  C54 1.090
118 N 9.609 -0.735 0.366  C134 1.501, C136 1.465, C192 1.488
119 H -3.489 7.376 -4.083  C95 1.090
120 H 2.741 3.973 4.340  C18 1.090
121 H 4.750 -1.643 -4.847  C107 1.090
122 C 2.348 -7.545 5.292  H1 1.090, C52 1.538, H64 1.090, H246 1.090
123 N -1.259 -2.850 8.291  C58 1.436, C96 1.472, C175 1.488
124 H -0.747 3.184 9.031  C173 1.090
125 H -0.943 -0.158 0.547  C66 1.090
126 N -0.626 0.920 -9.409  C85 1.488, C97 1.468, C161 1.463
127 H -7.018 0.352 -0.281  C218 1.090
128 C 8.635 -2.757 -0.574  H44 1.090, H60 1.090, C134 1.501, H183 1.090
129 H -0.274 9.963 -2.180  C57 1.090
130 C -1.776 -9.675 1.031  H75 1.090, N208 1.477, H224 1.090, C229 1.532
131 N 3.016 -4.529 -5.211  C16 1.464, C142 1.507, C203 1.484
132 H -7.589 4.625 2.201  C112 1.090
133 H -0.720 -9.491 7.575  C69 1.090
134 C 9.403 -1.510 -0.903  H26 1.090, N118 1.501, C128 1.501, H188 1.090
135 H 0.880 13.339 -0.181  C4 1.090
136 C 8.493 0.080 0.855  C29 1.518, N118 1.465, H222 1.090, H243 1.090
137 H -2.083 2.260 4.639  C180 1.090
138 H -0.183 -3.975 -3.976  C24 1.090
139 H -4.448 4.915 -5.630  C195 1.090
140 C 0.789 -1.452 8.512  H21 1.090, C58 1.519, H155 1.090, H223 1.090
141 H 2.542 0.742 -0.034  C213 1.090
142 C 1.889 -4.359 -4.226  C24 1.551, N131 1.507, H168 1.090, H212 1.090
143 H 7.552 0.443 -1.120  C29 1.090
144 C -5.053 8.260 -6.142  C22 1.553, H25 1.090, N62 1.471, H186 1.090
145 H -7.055 1.494 3.544  C245 1.090
146 C -0.164 1.601 -7.125  H27 1.090, H70 1.090, H116 1.090, C161 1.507
147 H -0.322 2.805 -12.207  C53 1.090
148 H -1.770 -12.017 0.165  C46 1.090
149 H -3.879 -13.161 0.102  C241 1.090
150 C -1.506 -5.330 8.689  H10 1.090, H55 1.090, H79 1.090, C96 1.511
151 H -2.971 -11.715 2.425  C32 1.090
152 H 2.846 5.349 -8.438  C78 1.090
153 H 4.637 -8.267 9.368  C13 1.090
154 H 1.621 1.186 1.440  C213 1.090
155 H 0.197 -0.558 8.703  C140 1.090
156 H -4.439 -11.689 1.625  C32 1.090
157 H -7.436 0.157 2.367  C245 1.090
158 H 0.215 -4.043 -5.695  C24 1.090
159 H 0.476 1.184 -1.409  C194 1.090
160 H -4.702 -11.864 -0.780  C241 1.090
161 C -0.886 1.949 -8.402  H36 1.090, H80 1.090, N126 1.463, C146 1.507
162 H -0.204 -0.546 2.072  C66 1.090
163 H 2.912 -7.607 9.438  C13 1.090
164 H 3.285 6.805 -7.564  C78 1.090
165 H -2.874 8.350 -6.629  C22 1.090
166 H -0.480 -3.479 6.404  C175 1.090
167 H -2.211 -11.081 -1.199  C46 1.090
168 H 1.638 -5.360 -3.873  C142 1.090
169 H 7.169 1.522 0.214  C29 1.090
170 H 1.373 5.785 5.632  C190 1.090
171 H -0.557 12.284 -2.681  C232 1.090
172 H -3.040 12.905 -0.105  C12 1.090
173 C -0.294 4.161 8.867  C20 1.564, H73 1.090, H91 1.090, H124 1.090
174 H 4.514 -3.011 -3.680  C107 1.090
175 C -1.213 -2.778 6.805  C108 1.537, N123 1.488, H166 1.090, H226 1.090
176 H -6.239 3.825 2.988  C112 1.090
177 C -8.134 2.115 1.698  H33 1.090, N45 1.476, H94 1.090, C245 1.546
178 H -2.070 4.045 4.896  C180 1.090
179 H 1.420 -6.929 -5.591  C100 1.090
180 C -1.468 3.139 4.828  H19 1.090, C59 1.539, H137 1.090, H178 1.090
181 H 3.426 -5.200 -7.175  C203 1.090
182 H 5.352 3.944 -5.374  C81 1.090
183 H 9.214 -3.421 0.067  C128 1.090
184 H 10.669 0.826 -0.705  C192 1.090
185 H 1.155 -9.248 5.295  C52 1.090
186 H -4.924 8.674 -5.142  C144 1.090
187 H -0.778 8.351 -0.637  C242 1.090
188 H 10.396 -1.786 -1.258  C134 1.090
189 H 3.082 4.185 5.983  C18 1.090
190 C 1.036 4.770 5.424  C18 1.559, H170 1.090, N196 1.465, H254 1.090
191 H -0.387 -8.284 0.242  C229 1.090
192 C 10.757 0.193 0.178  N118 1.488, H184 1.090, H233 1.090, C234 1.523
193 H -6.931 4.620 -6.685  C230 1.090
194 C 0.773 1.660 -0.475  H159 1.090, H205 1.090, C213 1.500, H253 1.090
195 C -4.166 5.967 -5.602  N62 1.499, C95 1.485, H139 1.090, H200 1.090
196 N 0.095 4.245 6.418  C20 1.473, C59 1.506, C190 1.465
197 C -4.257 -10.006 2.792  C32 1.544, H111 1.090, H198 1.090, H236 1.090
198 H -3.471 -9.483 3.337  C197 1.090
199 H 1.742 -4.719 -6.873  C203 1.090
200 H -3.345 6.095 -6.308  C195 1.090
201 H -0.278 -2.512 10.056  C58 1.090
202 H -8.133 4.952 -5.663  C230 1.090
203 C 2.608 -5.230 -6.454  C100 1.553, N131 1.484, H181 1.090, H199 1.090
204 H -2.504 9.962 -0.581  C74 1.090
205 H -0.191 2.029 -0.125  C194 1.090
206 H -2.682 -2.631 5.123  C108 1.090
207 H 2.480 -0.255 2.716  C101 1.090
208 N -2.968 -10.464 0.657  C32 1.463, C46 1.452, C130 1.477
209 H -4.712 4.651 1.017  C215 1.090
210 H -3.317 -2.344 6.659  C108 1.090
211 H -1.413 13.277 -1.515  C232 1.090
212 H 2.269 -3.881 -3.323  C142 1.090
213 C 1.559 0.766 0.436  N71 1.415, H141 1.090, H154 1.090, C194 1.500
214 H -1.234 2.628 6.900  C59 1.090
215 C -5.663 5.109 1.290  H6 1.090, C112 1.587, H209 1.090, H225 1.090
216 C 2.137 -1.471 0.952  H7 1.090, H51 1.090, N71 1.461, C101 1.532
217 H -0.501 3.477 -10.608  C53 1.090
218 C -6.216 1.070 -0.448  C23 1.505, H105 1.090, H110 1.090, H127 1.090
219 H -2.603 11.143 -1.858  C74 1.090
220 H -0.603 -2.850 1.607  C61 1.090
221 H 3.316 -1.851 2.688  C101 1.090
222 H 8.718 0.606 1.783  C136 1.090
223 H 1.708 -1.256 9.063  C140 1.090
224 H -1.903 -9.093 1.944  C130 1.090
225 H -5.453 5.979 1.911  C215 1.090
226 H -0.833 -1.779 6.594  C175 1.090
227 H 0.616 -3.511 8.962  C58 1.090
228 H 3.081 -7.051 -5.357  C100 1.090
229 C -1.301 -8.765 -0.106  H49 1.090, H87 1.090, C130 1.532, H191 1.090
230 C -7.046 5.036 -5.684  C3 1.549, H63 1.090, H193 1.090, H202 1.090
231 H 4.067 -8.240 7.187  C99 1.090
232 C -0.644 12.512 -1.619  C4 1.552, N92 1.441, H171 1.090, H211 1.090
233 H 10.742 0.955 0.957  C192 1.090
234 C 12.157 -0.404 0.128  H114 1.090, C192 1.523, H237 1.090, H249 1.090
235 H 3.852 -9.913 7.569  C99 1.090
236 H -4.930 -10.415 3.546  C197 1.090
237 H 12.334 -0.847 -0.852  C234 1.090
238 H 3.292 -1.859 -3.915  C107 1.090
239 H 0.982 10.630 -1.228  C57 1.090
240 H 0.697 -2.632 -4.814  C24 1.090
241 C -3.771 -12.425 -0.695  C46 1.522, H149 1.090, H160 1.090, H250 1.090
242 C -0.008 9.009 -0.233  C57 1.534, H65 1.090, H89 1.090, H187 1.090
243 H 7.767 -0.642 1.227  C136 1.090
244 H -2.897 -4.012 6.308  C108 1.090
245 C -7.754 1.104 2.804  H106 1.090, H145 1.090, H157 1.090, C177 1.546
246 H 1.519 -6.886 5.550  C122 1.090
247 H -5.061 2.642 0.193  C23 1.090
248 H -6.645 6.812 -4.457  C3 1.090
249 H 12.236 -1.214 0.853  C234 1.090
250 H -3.626 -12.947 -1.641  C241 1.090
251 H -0.886 -0.677 -8.001  C85 1.090
252 H 1.300 -10.067 8.897  C56 1.090
253 H 1.349 2.571 -0.639  C194 1.090
254 H 0.555 4.780 4.446  C190 1.090

## Properties
Structure (SMILES) ... CCN(CC)CC.CCN(CC)CC.CCN(CC)CC.CCN(CC)CC.CCN(CC)CC.CCN(CC)CC.CCN(CC)CC.CCN(CC)CC.CCN(CC)CC.CCN(CC)CC.CCN(CC)CC.CNC(C)=O
Frontier orbital gap ... 8.2 eV
Relative energy (zero: lowest compared OMol25 entry of this formula, charge and spin) ... 2.066 eV
Spin multiplicity ... 1